1.
Computed, not measured: C5H8O2S in the gas phase in a non-equilibrium geometry, with the ωB97M-V functional and the def2-TZVPD basis.

Geometry as XYZ:
```
16
Properties=species:S:1:pos:R:3:forces:R:3:lowdin_charge:R:1
S -3.372069 -0.678826 -0.493595 0.45 0.13 0.10 0.723
O -0.878984 -0.368216 -1.027356 -0.22 -0.01 -0.06 -0.067
O 2.536488 -0.880126 0.149576 0.15 -0.72 -1.00 -0.033
C 0.440884 -0.031417 -0.759692 0.37 -0.51 0.38 -0.344
C 1.218850 -1.211586 -0.200618 -0.24 -0.32 -0.32 -0.196
C -1.520539 0.585965 1.117163 0.83 -0.01 0.31 -0.093
C -1.868680 -0.154525 -0.137680 -0.49 -0.07 -0.16 -0.875
C 0.937431 1.147289 -1.072163 -0.85 0.49 -0.35 0.110
H 2.509082 -0.322248 0.903999 0.04 0.80 1.07 0.075
H 1.973512 1.360174 -0.940995 0.50 0.01 0.10 0.068
H 1.280478 -2.003300 -0.971465 -0.06 0.42 0.26 0.144
H 0.682221 -1.673950 0.648373 -0.03 0.27 -0.22 0.131
H -0.676578 0.068391 1.646783 -0.71 0.43 -0.36 0.097
H -1.161607 1.607334 0.880863 -0.23 -0.50 0.11 0.096
H 0.297553 1.928220 -1.502707 0.28 -0.42 0.21 0.095
H -2.398044 0.626823 1.759509 0.18 0.03 -0.07 0.070
```
Positions in Å, forces in eV/Å.

For the HOMO-LUMO gap, the calculation gives 9.2 eV. The value obtained for the LUMO energy is 0.424 eV. Its charge is 0. As for the structure (SMILES): C=C(CO)OC(C)=S. The value obtained for the energy above the lowest of the compared OMol25 structures with the same formula, charge and spin is 35.0 kcal/mol. As for the maximum force: 1.34 eV Å⁻¹.

***

2.
Computed, not measured: a gas-phase ion, C3H6N2P (charge +1) in a non-equilibrium geometry, with the ωB97M-V functional and the def2-TZVPD basis.

Geometry as XYZ:
```
12
Properties=species:S:1:pos:R:3:forces:R:3:lowdin_charge:R:1
P 1.729545 -0.077345 2.003618 -0.83 2.26 -0.28 0.980
N 0.345575 -0.726686 -0.338151 -1.07 -1.41 -0.61 -0.309
N -0.947419 -0.405717 -0.741118 0.52 -1.02 -1.49 -0.010
C 0.737043 0.089139 0.671377 2.82 -1.13 1.65 -0.444
C -1.287407 0.900452 -0.321784 -0.95 1.62 -1.35 -0.053
C 0.827238 -1.883111 -0.740881 0.63 0.47 0.49 0.269
H -1.061291 -0.829745 -1.674003 -0.45 0.79 0.51 0.169
H -1.709552 1.617367 -1.110497 0.89 -1.20 0.81 0.140
H 1.823435 1.439261 2.290176 -0.14 -1.90 -0.51 -0.023
H 1.872062 -2.221657 -0.615748 -0.41 0.78 0.07 0.091
H -2.031838 0.799419 0.441787 -0.06 0.45 0.90 0.098
H -0.297391 1.298623 0.135223 -0.96 0.29 -0.20 0.092
```
Positions in Å, forces in eV/Å.

For the HOMO-LUMO gap (alpha / beta), the calculation gives 7.5 / 6.8 eV. The value obtained for the LUMO energy (alpha / beta) is -6.792 / -7.083 eV. Its charge is +1. The value obtained for the energy above the lowest of the compared OMol25 structures with the same formula, charge and spin is 133.3 kcal/mol. As for the maximum force: 3.46 eV Å⁻¹.

***

3.
Computed, not measured: C2H5NO in the gas phase in a non-equilibrium geometry, with the ωB97M-V functional and the def2-TZVPD basis.

Geometry as XYZ:
```
9
Properties=species:S:1:pos:R:3:forces:R:3:lowdin_charge:R:1
O -1.161639 -1.053847 0.969843 -1.03 -0.34 3.01 -0.153
N 0.733268 0.643658 -1.231984 2.49 2.80 -0.67 0.015
C 0.485918 0.043422 -0.046775 -5.48 -2.80 -2.27 -0.218
C -0.158815 0.034695 1.113877 -0.09 -1.64 0.35 -0.154
H 0.164229 0.102435 2.144148 -0.39 0.80 0.01 0.088
H 1.347105 0.140482 -1.861830 -0.34 -0.16 0.05 0.093
H -1.942576 -0.782718 0.457676 0.46 0.55 0.66 0.080
H -0.503339 -0.740613 -0.370688 3.93 0.77 -1.07 0.165
H 1.035850 1.612487 -1.174267 0.45 0.02 -0.07 0.083
```
Positions in Å, forces in eV/Å.

For the HOMO-LUMO gap, the calculation gives 8.7 eV. The value obtained for the LUMO energy is 0.751 eV. Its charge is 0. As for the structure (SMILES): N/C=C/O. The value obtained for the energy above the lowest of the compared OMol25 structures with the same formula, charge and spin is 129.0 kcal/mol. As for the maximum force: 6.55 eV Å⁻¹.

***

4.
Computed, not measured: CH3N3S in the gas phase in a non-equilibrium geometry, with the ωB97M-V functional and the def2-TZVPD basis.

Geometry as XYZ:
```
8
Properties=species:S:1:pos:R:3:forces:R:3:lowdin_charge:R:1
S 1.585778 0.805724 -0.395127 0.02 0.32 0.72 0.821
N -0.140921 -1.356712 -0.675857 0.71 -1.45 -0.87 0.141
N 1.991935 -0.488730 0.144830 1.03 -0.24 -0.49 -0.396
N -0.041856 0.952560 0.050619 0.07 0.07 -0.72 -0.336
C -0.538282 -0.454477 0.198228 -2.59 1.87 3.08 -0.571
H -0.605433 -0.701414 1.350110 0.38 0.05 -2.02 0.145
H -0.654661 1.494853 -0.560756 0.46 0.06 0.02 0.064
H -1.596560 -0.251801 -0.112049 -0.08 -0.68 0.28 0.132
```
Positions in Å, forces in eV/Å.

For the HOMO-LUMO gap (alpha / beta), the calculation gives 8.0 / 8.5 eV. The value obtained for the LUMO energy (alpha / beta) is -1.083 / -1.208 eV. Its charge is 0. The value obtained for the energy above the lowest of the compared OMol25 structures with the same formula, charge and spin is 108.3 kcal/mol. As for the maximum force: 4.44 eV Å⁻¹.

***

5.
Computed, not measured: a molecular structure, C5H10O2, with the ωB97M-V functional and the def2-TZVPD basis.

Geometry as XYZ:
```
17
Properties=species:S:1:pos:R:3:forces:R:3:lowdin_charge:R:1
O -1.523755 0.026170 -1.329829 0.14 0.05 -0.15 -0.206
O 2.365468 0.186595 1.014433 0.31 0.04 0.04 -0.060
C 1.604138 -0.541281 0.070148 -0.25 -0.22 -0.30 -0.258
C -0.812922 -1.016208 -0.700184 0.05 -0.21 0.03 -0.241
C -0.311459 1.077973 0.322906 -0.06 0.06 0.38 -0.198
C 0.132296 -0.360843 0.398007 0.04 -0.01 0.06 -0.299
C -1.718357 1.136854 0.302696 0.15 0.17 0.07 0.054
H 1.791569 -0.176694 -0.953775 -0.03 -0.02 0.14 0.129
H -0.642923 0.922232 -0.996831 -0.35 -0.20 -0.19 0.166
H -2.226112 2.062920 0.039180 0.09 -0.10 0.09 0.105
H -0.212541 -1.550844 -1.448473 -0.05 0.07 0.12 0.117
H -0.066731 -0.815021 1.376191 0.00 0.06 -0.10 0.144
H -1.506181 -1.737091 -0.247183 0.12 0.12 -0.07 0.113
H -2.361209 0.373575 0.742700 0.13 0.07 -0.14 0.101
H 1.862460 -1.611986 0.095678 -0.05 0.16 0.00 0.124
H 3.297453 0.097204 0.783426 -0.13 0.05 0.10 0.089
H 0.328806 1.926439 0.530908 -0.10 -0.07 -0.08 0.121
```
Positions in Å, forces in eV/Å.

For the HOMO-LUMO gap, the calculation gives 9.2 eV. The value obtained for the LUMO energy is 0.793 eV. Its charge is 0. The value obtained for the energy above the lowest of the compared OMol25 structures with the same formula, charge and spin is 119.5 kcal/mol. As for the maximum force: 0.45 eV Å⁻¹.

***

6.
Computed, not measured: 2 unconnected molecules or ions with the total composition C5H15N2O in a non-equilibrium geometry, with the ωB97M-V functional and the def2-TZVPD basis.

Geometry as XYZ:
```
23
Properties=species:S:1:pos:R:3:forces:R:3:lowdin_charge:R:1
O -0.073216 1.293048 3.304380 -0.17 0.06 0.47 -0.059
N 1.798370 -0.166251 1.990037 0.64 -0.56 -0.83 0.051
N -0.418052 0.875970 0.540767 0.31 0.44 -0.77 0.242
C -1.305800 -0.464015 -1.932085 1.12 -0.22 -0.26 -0.242
C -0.505684 -1.188589 -0.831296 -0.44 -0.33 -0.73 -0.172
C 1.300156 -0.836056 0.862441 -0.77 0.69 0.83 -0.087
C 0.271567 -0.376598 0.154410 -0.68 -0.80 0.14 -0.245
C -0.401575 0.320331 -2.909387 -1.11 0.60 0.27 -0.090
H 0.858424 1.164145 3.511455 0.02 0.06 -0.04 0.034
H 2.002546 0.797241 1.764335 0.42 0.01 0.28 0.099
H 0.441552 0.763781 -2.381140 0.39 -0.09 -0.34 0.066
H -0.486457 1.420109 -0.319765 -0.01 0.40 0.01 0.158
H 0.177536 -1.834744 -1.359169 0.48 -0.29 -0.03 0.123
H -1.701620 -1.266774 -2.549915 -0.76 0.08 0.35 0.113
H 0.059602 1.421023 1.262642 -0.19 -0.15 0.29 0.122
H -0.479355 0.692499 3.944819 -0.31 0.20 -0.16 0.072
H -0.965533 1.131675 -3.376709 0.02 0.12 0.20 0.078
H -0.137970 -0.292453 -3.767103 0.64 -0.18 0.31 0.082
H -1.202816 -1.874241 -0.337698 0.04 0.16 0.32 0.128
H 1.650964 -1.839403 0.684586 0.18 -0.05 -0.22 0.142
H -2.100961 0.129689 -1.478152 -0.19 0.02 -0.32 0.099
H -1.387222 0.769587 0.855307 0.15 -0.43 0.21 0.181
H 2.605546 -0.639974 2.367240 0.22 0.26 0.02 0.107
```
Positions in Å, forces in eV/Å.

For the HOMO-LUMO gap, the calculation gives 9.7 eV. The value obtained for the LUMO energy is -3.248 eV. Its charge is +1. The value obtained for the energy above the lowest of the compared OMol25 structures with the same formula, charge and spin is 36.0 kcal/mol. As for the maximum force: 1.33 eV Å⁻¹.

***

maximum force of number 5 (C5H10O2)? 0.45 eV Å⁻¹

***

What did the first record say?
Computed, not measured: C5H8O2S in the gas phase in a non-equilibrium geometry, with the ωB97M-V functional and the def2-TZVPD basis.

Geometry as XYZ:
```
16
Properties=species:S:1:pos:R:3:forces:R:3:lowdin_charge:R:1
S -3.372069 -0.678826 -0.493595 0.45 0.13 0.10 0.723
O -0.878984 -0.368216 -1.027356 -0.22 -0.01 -0.06 -0.067
O 2.536488 -0.880126 0.149576 0.15 -0.72 -1.00 -0.033
C 0.440884 -0.031417 -0.759692 0.37 -0.51 0.38 -0.344
C 1.218850 -1.211586 -0.200618 -0.24 -0.32 -0.32 -0.196
C -1.520539 0.585965 1.117163 0.83 -0.01 0.31 -0.093
C -1.868680 -0.154525 -0.137680 -0.49 -0.07 -0.16 -0.875
C 0.937431 1.147289 -1.072163 -0.85 0.49 -0.35 0.110
H 2.509082 -0.322248 0.903999 0.04 0.80 1.07 0.075
H 1.973512 1.360174 -0.940995 0.50 0.01 0.10 0.068
H 1.280478 -2.003300 -0.971465 -0.06 0.42 0.26 0.144
H 0.682221 -1.673950 0.648373 -0.03 0.27 -0.22 0.131
H -0.676578 0.068391 1.646783 -0.71 0.43 -0.36 0.097
H -1.161607 1.607334 0.880863 -0.23 -0.50 0.11 0.096
H 0.297553 1.928220 -1.502707 0.28 -0.42 0.21 0.095
H -2.398044 0.626823 1.759509 0.18 0.03 -0.07 0.070
```
Positions in Å, forces in eV/Å.

For the HOMO-LUMO gap, the calculation gives 9.2 eV. The value obtained for the LUMO energy is 0.424 eV. Its charge is 0. As for the structure (SMILES): C=C(CO)OC(C)=S. The value obtained for the energy above the lowest of the compared OMol25 structures with the same formula, charge and spin is 35.0 kcal/mol. As for the maximum force: 1.34 eV Å⁻¹.